Computed, not measured: a molecular structure, C38H62Br33IN3O4, with ωB97M-V/def2-TZVPD.

```
141
Properties=species:S:1:pos:R:3:forces:R:3:mulliken_charge:R:1
C 2.1831 1.7154 0.4459 1.8 1.7 1.3 -1.193
C 1.4872 0.9574 -0.1265 -3.1 -2.5 -0.8 -1.554
C 0.3209 0.1207 -0.5809 1.2 0.9 -0.3 1.711
C -1.0328 0.5805 0.0921 1.4 -0.5 -0.6 1.468
C -1.6879 -0.6326 0.8397 -1.2 0.6 -0.8 -2.608
O -1.4116 -0.7288 2.2149 0.9 0.0 -0.7 0.083
C -0.5916 -1.8379 2.5784 0.3 -0.5 1.6 -0.367
C 0.7731 -1.3959 3.2182 -1.2 0.0 0.6 1.573
O 1.7384 -2.4494 3.2348 1.7 3.0 -1.5 -0.599
C 2.3997 -2.5347 1.9309 1.0 2.4 -0.2 -0.199
C 3.8739 -2.0706 2.0089 -0.7 -1.0 0.6 0.266
O 4.4780 -2.4558 0.7914 -0.6 0.7 -0.6 -0.542
C 5.0907 -1.3693 0.1197 1.6 -0.1 0.0 0.846
C 6.5874 -1.2868 0.5902 -0.6 -1.1 -2.4 -1.218
N -0.8431 1.7170 0.9961 -1.8 0.2 1.6 0.634
C -2.1370 2.2299 1.0686 2.1 -1.0 -2.5 -2.202
N -2.8433 2.4565 2.1133 -0.3 0.6 -0.7 1.304
C -4.1963 2.9869 1.9704 -1.4 0.1 0.8 -0.987
C -5.1784 2.4025 3.0332 -0.5 1.2 -0.7 -0.102
C -6.3066 3.4739 3.1892 1.3 -0.3 -0.3 -1.223
I -6.1247 0.6222 2.2108 0.5 0.1 0.4 0.096
N -2.5599 2.4269 -0.2912 0.9 0.6 1.9 0.555
C -2.0506 3.8116 -0.5417 -1.6 1.6 -0.9 -0.534
C -1.6793 4.1013 -2.0159 1.7 0.9 0.3 0.836
C -1.8283 5.6160 -2.3710 -0.1 -0.7 -0.2 -1.721
C -0.1268 3.8018 -2.1598 -0.7 -0.7 0.5 -0.304
C -1.9127 1.2960 -0.9759 -2.1 -1.8 -1.2 0.382
C -3.1269 0.4615 -1.5329 0.6 -0.9 0.8 -1.406
C -2.7088 -0.8813 -2.1907 -0.9 0.6 -1.2 0.041
C -2.3198 -0.7899 -3.6933 0.4 -1.2 0.2 0.023
C -2.1133 -2.2602 -4.2038 0.0 0.4 1.0 -0.824
C -0.7702 -2.8683 -3.7569 -0.6 -1.2 -1.2 -0.045
O 0.2836 -2.6433 -4.7112 0.1 0.4 1.6 -0.347
C 1.3664 -2.0021 -4.0179 0.6 0.3 -1.6 0.676
C 2.5391 -1.8703 -5.0377 -0.4 0.5 0.8 -1.107
H 2.8889 2.3985 0.8731 -0.3 -0.2 0.0 1.146
H 0.5252 -0.9530 -0.4476 -0.1 0.4 0.2 0.736
H 0.2695 0.2673 -1.6750 -0.2 -0.2 0.3 -0.605
H -1.4448 -1.5328 0.2645 0.1 0.1 0.5 0.673
H -2.7866 -0.5098 0.7645 0.4 -0.1 0.1 0.355
H -1.1265 -2.3416 3.4069 0.0 0.0 -0.5 0.323
H -0.4715 -2.5938 1.7923 -0.1 0.5 -0.1 0.264
H 1.0997 -0.4620 2.7241 0.4 -0.4 0.1 -0.098
H 0.5516 -1.1839 4.2936 0.7 0.0 -1.9 -1.033
H 2.3238 -3.5221 1.5113 0.5 0.2 -0.2 0.987
H 1.8801 -1.8319 1.2555 0.1 -0.4 0.0 -0.465
H 4.3839 -2.6165 2.8220 -0.2 0.4 0.0 0.293
H 3.8970 -0.9862 2.2042 0.2 -0.4 -0.1 -0.342
H 5.1106 -1.5210 -0.9735 -0.4 -0.2 0.5 0.308
H 4.5594 -0.4187 0.2848 -0.1 -0.3 0.2 -0.501
H 6.6815 -1.6823 1.6118 -0.1 -0.9 -1.9 0.217
H 7.2136 -1.8681 -0.0977 -0.1 0.1 0.0 0.416
H 6.9003 -0.2295 0.6154 0.2 -1.1 -1.1 0.347
H -0.3709 1.5445 1.8796 -0.1 -0.3 0.0 0.437
H -2.4011 2.2562 3.0021 -0.3 0.2 0.1 -0.218
H -4.6423 2.7392 0.9962 0.8 -0.1 0.1 0.578
H -4.2014 4.0911 2.0111 0.3 -0.4 0.4 0.389
H -4.6782 2.1785 3.9832 -0.3 -0.2 -0.3 0.180
H -7.1243 3.1246 3.8234 0.1 0.2 -0.2 0.398
H -5.8040 4.3737 3.5863 -0.5 -0.2 0.1 0.374
H -6.6347 3.7243 2.1668 -0.3 -0.1 0.5 0.353
H -1.2236 4.1210 0.1199 0.0 -0.4 -0.3 0.073
H -2.8842 4.4982 -0.2788 0.2 -0.4 0.0 0.377
H -2.2788 3.5507 -2.7551 0.1 -0.2 0.5 0.249
H -2.8716 5.9598 -2.3334 0.3 0.0 0.1 0.429
H -1.1703 6.2287 -1.7425 -0.3 -0.1 0.1 0.296
H -1.4541 5.7271 -3.4024 -0.3 0.1 0.3 0.473
H 0.2829 3.4743 -1.1871 -0.1 0.1 -0.4 -0.187
H 0.4258 4.7085 -2.4336 -0.1 -0.4 -0.3 0.589
H 0.0451 2.9634 -2.8468 0.3 0.6 0.0 -0.630
H -1.3389 1.4624 -1.8959 0.2 1.0 0.6 -0.192
H -3.8131 0.1996 -0.7034 0.3 0.4 -0.2 0.208
H -3.7309 1.1021 -2.1961 0.5 -0.2 0.0 0.585
H -3.5896 -1.5435 -2.1359 0.4 0.2 0.0 0.648
H -1.8997 -1.4128 -1.6713 -0.2 0.3 0.0 -0.441
H -3.1037 -0.3535 -4.3300 0.2 0.3 0.5 0.493
H -1.3737 -0.2273 -3.8007 -0.7 -0.3 -0.1 -0.552
H -2.2922 -2.3611 -5.2825 0.5 0.1 0.2 0.495
H -2.8988 -2.8713 -3.7138 0.2 0.2 -0.3 0.213
H -0.9021 -3.9666 -3.7151 0.1 0.4 0.1 0.330
H -0.4629 -2.5583 -2.7440 -0.2 0.1 -0.3 -0.127
H 0.9829 -1.0024 -3.7337 0.5 -0.3 0.3 -0.416
H 1.7174 -2.5892 -3.1530 -0.4 0.1 -0.1 0.323
H 3.5085 -1.9891 -4.5276 -0.3 -0.1 -0.3 0.317
H 2.5382 -0.8608 -5.4777 -0.1 -0.5 -0.1 0.235
H 2.3911 -2.6430 -5.8010 0.3 0.3 0.1 0.213
C -0.0544 -6.0678 2.7078 0.6 -0.4 -0.1 -0.192
Br 1.1082 -4.5168 2.9309 -3.1 -4.3 1.2 0.104
Br 0.6778 -7.6646 3.5204 -0.3 0.2 -0.1 -0.004
Br -1.8355 -5.6753 3.3477 0.1 0.0 -0.1 -0.083
H -0.1353 -6.2664 1.6458 -0.1 0.0 0.1 0.177
C 5.2257 2.6459 -3.0419 0.2 0.1 0.0 -0.498
Br 4.1964 3.5289 -4.4135 0.0 -0.1 0.2 -0.054
Br 4.1252 2.2220 -1.5016 0.4 0.0 -0.8 0.080
Br 6.1432 1.0965 -3.7280 -0.1 0.1 0.1 -0.043
H 5.9831 3.3447 -2.7125 0.0 0.0 0.0 0.431
C -0.5025 1.3430 -6.8890 -0.1 -0.2 -0.2 -0.429
Br -2.1874 2.1284 -7.4044 0.1 -0.1 0.1 -0.046
Br -0.1375 1.6019 -5.0085 0.3 0.4 -0.3 0.127
Br -0.3953 -0.5177 -7.3708 0.0 0.2 0.1 0.040
H 0.2717 1.8629 -7.4368 0.0 0.0 0.1 0.487
C 0.5489 5.9794 2.8207 0.1 0.1 0.1 -0.481
Br -0.4447 6.9058 1.4603 0.0 -0.3 0.0 0.020
Br -0.5497 5.5742 4.3574 0.1 0.0 -0.2 -0.024
Br 1.4280 4.3957 2.1408 -0.3 0.2 0.1 0.133
H 1.3273 6.6540 3.1546 0.0 0.0 0.0 0.450
C 1.3158 -3.1326 -10.7231 0.0 0.0 0.0 -0.357
Br 1.4561 -3.4907 -8.8318 -0.1 0.0 -0.1 0.021
Br -0.4508 -3.5204 -11.3926 0.1 0.1 0.1 0.000
Br 1.8650 -1.3327 -11.1504 -0.1 -0.1 0.1 -0.016
H 2.0008 -3.8020 -11.2252 0.0 0.0 0.0 0.353
C -0.0527 10.9756 1.9755 0.0 0.0 0.0 -0.332
Br -1.1471 11.2031 0.4038 0.1 -0.1 0.1 -0.005
Br -1.0172 10.0910 3.3978 0.1 0.1 -0.1 -0.015
Br 1.6125 10.0838 1.5650 -0.1 0.1 0.1 -0.023
H 0.1997 11.9642 2.3337 0.0 0.0 0.0 0.354
C 3.7585 -10.2608 4.3562 0.0 0.0 0.0 -0.347
Br 4.1274 -8.3732 4.2079 0.1 -0.2 0.0 -0.001
Br 2.0912 -10.5919 5.2717 0.1 0.0 -0.1 -0.034
Br 3.8177 -11.1366 2.6387 0.0 0.1 0.1 0.002
H 4.5442 -10.6924 4.9608 0.0 0.0 0.0 0.346
C -2.0219 -0.2366 6.3773 0.1 -0.2 0.5 -0.108
Br -0.2489 -0.9826 6.2230 -0.7 0.2 1.2 -0.068
Br -2.3535 0.4548 8.1428 0.0 0.0 -0.2 0.003
Br -2.3640 1.0927 5.0205 0.0 -0.1 0.3 -0.049
H -2.7236 -1.0461 6.2143 0.0 0.0 -0.1 0.139
C 5.7025 1.5178 2.2756 0.3 0.0 0.3 0.563
Br 6.7088 3.1512 2.4613 -0.1 -0.1 0.0 -0.026
Br 6.7553 -0.0327 2.7243 -0.2 3.6 4.8 -0.037
Br 4.0539 1.5761 3.2859 0.1 0.1 0.2 -0.017
H 5.4319 1.4277 1.2304 0.0 0.0 0.0 -0.535
C -2.3936 -4.1759 7.7437 0.1 -0.1 0.1 -0.027
Br -3.6072 -3.8031 6.2832 0.0 0.1 0.1 -0.073
Br -3.2661 -4.0053 9.4544 0.0 0.0 -0.2 -0.012
Br -1.5407 -5.8903 7.5356 -0.1 0.2 0.0 0.001
H -1.6139 -3.4260 7.7073 0.0 0.0 0.0 0.091
C -3.1906 -5.1454 -0.6245 -0.1 -0.1 0.0 -0.330
Br -4.3696 -5.4358 -2.1213 0.2 0.1 0.1 -0.047
Br -1.3513 -5.5225 -1.0694 -0.1 0.1 0.1 -0.074
Br -3.3923 -3.3721 0.1122 -0.1 -0.4 0.1 0.112
H -3.4779 -5.8441 0.1504 0.0 0.0 0.0 0.423
```
Forces are in eV/Å.

The net charge is +1. The value obtained for the HOMO energy is -10.87 eV. As for the maximum force: 0.11621 hartree/bohr.


Computed, not measured: 12 unconnected molecules or ions with the total composition C38H62Cl10O21, with ωB97M-V/def2-TZVPD.

```
131
Properties=species:S:1:pos:R:3:forces:R:3:mulliken_charge:R:1
C 5.1979 3.1430 -2.6123 0.9 1.4 -0.3 -1.811
C 4.5636 1.8370 -2.2263 1.8 1.9 1.0 1.021
C 3.7248 1.9098 -0.9709 1.2 0.2 1.9 0.329
O 2.4748 1.4308 -1.3213 -1.0 -0.7 -1.8 0.484
C 2.5007 1.1918 -2.6808 -2.9 -0.5 -0.3 0.353
O 1.5435 0.7498 -3.2893 1.7 0.8 1.1 -0.619
O 3.6423 1.5913 -3.2125 -1.1 -1.5 -1.4 -0.342
H 6.0490 3.4550 -2.0071 -0.1 -0.2 0.4 0.384
H 4.4908 3.9723 -2.6306 -0.3 -0.1 0.4 0.428
H 5.5974 3.1979 -3.6250 0.0 -0.8 -0.2 0.402
H 5.3379 1.0831 -2.0841 -0.2 -0.5 -0.6 -0.061
H 3.6649 2.8924 -0.5029 -0.2 0.2 -0.3 0.187
H 4.1286 1.2615 -0.1933 0.0 -0.1 -0.1 -0.681
C 6.3234 -1.2140 0.6211 0.1 -0.5 0.1 -1.142
C 5.7586 -2.2523 -0.3392 -0.1 0.7 1.2 0.463
C 4.2371 -2.0806 -0.6285 1.4 -1.4 0.5 0.574
O 4.2672 -2.0057 -2.0142 -2.2 0.8 -2.0 -0.109
C 5.4638 -1.9349 -2.5733 1.5 0.1 -1.5 0.487
O 5.6894 -1.8105 -3.7598 -0.5 -0.2 2.3 -0.576
O 6.3902 -2.0472 -1.5915 0.1 0.3 -1.1 -0.423
H 5.9131 -1.2522 1.6302 -0.1 -0.3 -0.1 0.258
H 6.1123 -0.2053 0.2658 0.2 0.0 -0.2 0.135
H 7.3923 -1.4207 0.6732 0.1 0.5 0.1 0.422
H 6.0653 -3.2599 -0.0587 -0.4 -0.1 0.3 0.361
H 3.7663 -1.2193 -0.1546 0.1 0.1 -0.1 -0.508
H 3.6925 -3.0036 -0.4293 -0.2 0.2 0.6 0.061
C -1.0629 6.8305 2.9880 -0.2 0.3 -0.1 -1.411
C -0.2450 6.7279 1.7187 1.5 0.6 0.8 0.499
C 1.2812 7.0645 1.9781 -1.9 1.1 0.3 -0.633
O 1.9498 5.9870 1.3672 1.8 -0.4 -0.5 -0.342
C 1.1288 5.0029 1.0607 -2.3 -2.1 0.0 0.342
O 1.2868 3.8532 0.6695 1.1 2.4 0.6 -0.262
O -0.1431 5.3936 1.3438 -0.1 -1.6 -0.6 -0.198
H -0.9594 7.8451 3.3728 -0.4 0.1 0.0 0.454
H -0.7251 6.1657 3.7830 0.6 -0.1 -0.2 0.240
H -2.1019 6.5333 2.8461 -0.1 0.5 -0.3 0.304
H -0.6215 7.2560 0.8426 -0.3 0.4 0.3 0.321
H 1.4920 7.1458 3.0444 0.1 -0.6 0.1 0.301
H 1.5488 8.0500 1.5970 0.3 -0.4 -0.6 0.342
C 1.8351 -7.0081 0.2851 0.2 -0.8 -0.5 -1.427
C 0.7997 -6.5496 -0.7324 0.7 0.4 0.6 0.456
C -0.5785 -7.0968 -0.4645 -0.1 -0.9 0.2 -0.678
O -1.3846 -5.9595 -0.2084 -0.8 0.2 -0.3 -0.419
C -0.6629 -4.8485 -0.3322 -1.3 2.8 1.6 0.051
O -1.1110 -3.7079 -0.1212 0.9 -2.8 -0.7 0.173
O 0.5967 -5.1367 -0.5592 0.7 0.8 -0.6 -0.035
H 2.7500 -6.4192 0.2203 -0.1 -0.1 0.0 0.306
H 2.0599 -8.0462 0.0402 0.4 -0.1 -0.2 0.453
H 1.5173 -7.0939 1.3242 -0.4 0.6 -0.1 0.285
H 1.1409 -6.7119 -1.7549 0.1 0.0 0.1 0.315
H -0.5038 -7.6879 0.4483 -0.5 -0.2 -0.1 0.345
H -1.0092 -7.6697 -1.2857 0.0 0.0 0.1 0.341
C -4.5062 -3.7492 -2.3424 -0.8 0.9 0.4 -1.169
C -5.1553 -3.6505 -0.9030 1.2 -1.0 -2.3 0.312
C -4.5636 -4.7445 -0.0613 -0.4 -1.9 -0.5 -0.190
O -4.0033 -4.1406 1.0839 0.6 1.4 1.1 -0.295
C -4.0678 -2.8225 0.9410 -0.8 0.9 -0.8 0.430
O -3.6867 -1.9552 1.7494 -0.4 -2.0 -0.9 -0.443
O -4.6794 -2.5041 -0.2369 0.8 1.5 2.0 0.029
H -4.9415 -4.5733 -2.9077 -0.1 -0.1 0.2 0.488
H -3.4207 -3.8453 -2.3667 0.0 -0.2 0.6 0.235
H -4.6919 -2.8354 -2.9068 -0.4 0.0 0.0 0.130
H -6.2424 -3.6809 -0.9751 0.1 0.4 0.2 0.330
H -3.7854 -5.2088 -0.6670 0.2 -0.3 0.6 -0.001
H -5.2769 -5.4898 0.2904 0.1 0.0 -0.1 0.368
C -4.0622 0.6893 -3.3814 -0.9 -0.4 0.2 -0.928
C -5.1966 0.4520 -2.3661 0.6 2.3 0.0 1.091
C -6.1823 1.6749 -2.2209 1.5 0.0 0.2 -0.303
O -7.4471 1.0938 -2.2231 -1.1 -0.8 -0.6 -0.360
C -7.3903 -0.1998 -2.6083 -2.3 -1.6 1.5 0.622
O -8.3894 -0.9432 -2.5773 4.0 2.2 -0.8 -0.585
O -6.0664 -0.5333 -2.8003 -2.2 -1.9 -0.8 -0.369
H -3.3961 1.4771 -3.0296 0.2 -0.2 0.0 0.064
H -4.4504 0.9772 -4.3584 -0.2 0.2 0.1 0.494
H -3.5638 -0.2664 -3.5438 0.4 0.2 0.2 0.029
H -4.7544 0.1498 -1.4169 -0.2 0.0 0.1 -0.296
H -6.0441 2.3398 -3.0735 -0.2 0.1 0.0 0.272
H -6.1277 2.2398 -1.2904 0.5 0.0 -0.1 0.266
C -2.7414 3.4105 2.9533 0.1 -0.3 0.2 -1.140
C -1.3933 3.1158 3.5512 -0.8 -0.5 -1.3 1.585
C -1.2594 3.3810 5.0051 1.1 0.6 -0.3 -0.370
O -0.5680 2.2218 5.4508 0.1 1.7 2.9 -0.385
C -0.6336 1.2608 4.5928 0.9 -3.0 1.3 0.493
O -0.2548 0.1340 4.8858 -0.6 1.0 -1.3 -0.621
O -1.1636 1.6814 3.4909 -0.5 -0.1 -2.4 -0.070
H -2.8039 2.9198 1.9820 0.0 0.6 -0.2 -0.026
H -2.8322 4.4967 2.9411 -0.3 -0.1 -0.5 0.209
H -3.5514 2.9937 3.5519 0.0 0.0 0.2 0.513
H -0.6414 3.6515 2.9718 0.2 -0.5 -0.1 -0.908
H -2.2391 3.5506 5.4518 0.3 -0.1 0.6 0.268
H -0.5343 4.1918 5.0751 -0.6 0.3 0.8 0.352
Cl -2.1433 5.7427 -1.7080 0.1 0.2 0.1 -0.233
C -1.4533 4.1176 -1.7314 1.0 -1.1 -1.2 1.109
C -0.6811 3.7987 -3.0716 -0.8 0.3 0.8 -0.098
Cl -1.8831 3.8773 -4.4232 0.6 -0.1 0.3 -0.195
H -2.2645 3.3956 -1.6376 0.0 0.2 -0.1 -0.344
H -0.8035 3.9648 -0.8697 0.1 0.3 -0.1 -0.573
H -0.2225 2.8099 -3.0601 -0.5 -0.2 0.2 -0.180
H 0.1553 4.4657 -3.2803 -0.4 0.4 0.0 0.466
Cl -2.5505 1.1096 -0.0612 0.9 -0.6 0.4 -0.100
C -1.4033 -0.0748 0.7011 -0.2 -1.4 0.2 0.558
C 0.0235 0.0371 0.2426 0.0 1.1 -0.5 0.617
Cl 1.0372 -1.2879 0.9079 -0.4 0.2 0.1 -0.171
H -1.7259 -1.0860 0.4530 -0.4 0.2 -0.2 -0.525
H -1.4373 0.0063 1.7875 -0.3 0.4 -0.1 0.093
H 0.3961 0.9943 0.6076 0.5 -0.1 -0.2 -0.177
H 0.1385 -0.0222 -0.8397 -0.1 0.1 0.1 -0.278
Cl -0.8365 -1.4644 -3.2998 -0.7 0.3 -0.1 -0.062
C 0.5647 -2.4937 -2.9621 0.1 0.2 -0.2 0.034
C 1.5889 -2.3767 -4.0748 0.3 0.1 0.3 0.070
Cl 1.1335 -3.2814 -5.5370 -0.1 0.0 0.0 -0.223
H 0.1358 -3.4873 -2.8318 0.5 0.0 0.0 0.339
H 0.9729 -2.1046 -2.0294 0.2 -0.3 0.0 -0.430
H 2.5573 -2.7466 -3.7380 -0.1 -0.2 0.0 0.126
H 1.7370 -1.3303 -4.3419 -0.2 -0.1 0.0 0.099
Cl -0.3218 -5.5967 3.0775 0.2 0.7 0.3 -0.177
C 0.1887 -3.9348 3.5290 -0.8 0.7 -0.2 0.027
C -0.9399 -2.9218 3.3180 -0.1 -0.1 0.4 0.696
Cl -2.2803 -3.1375 4.5540 0.3 0.2 -1.2 0.156
H 0.9401 -3.5726 2.8272 0.2 -0.3 0.0 -0.112
H 0.5499 -3.8719 4.5555 0.1 -0.4 -0.2 0.579
H -1.4197 -3.0365 2.3460 -0.2 -0.3 -0.1 -0.393
H -0.6674 -1.8693 3.3964 0.3 0.0 0.4 -0.068
Cl 3.6359 -0.2520 2.7359 0.5 -0.7 0.0 -0.131
C 3.2593 1.4493 2.5520 0.2 1.0 1.4 0.423
C 4.4531 2.3735 2.9324 -1.2 -1.3 -0.2 -0.539
Cl 5.5967 2.3741 1.6194 1.0 0.6 -0.5 -0.120
H 2.5559 1.6462 3.3610 -0.5 0.0 -0.4 0.255
H 2.8234 1.5899 1.5629 0.1 0.4 0.3 -0.581
H 4.9855 1.9518 3.7849 -0.3 0.1 0.1 0.396
H 4.0469 3.3548 3.1776 0.3 0.1 -0.3 0.345
```
Forces are in eV/Å.

The net charge is +1. As for the spin multiplicity: 2. The value obtained for the HOMO energy (alpha / beta) is -11.84 / -11.84 eV. As for the expectation value of S²: 0.755. As for the maximum force: 0.08981 hartree/bohr.